63
Properties=species:S:1:pos:R:3:forces:R:3 method="wB97M-V/def2-TZVPD" homo_lumo_gap_ev="7.4611 / 6.7330" energy_ev=-57067.4014 e_lumo_ev="-10.31 / -11.49" spin_multiplicity=1 charge=+3 homo_energy_ev="-17.8 / -18.2"
Ti 0.1951 0.0111 -0.2571 -0.67 1.44 1.01
C -1.5912 -1.6762 1.9924 0.02 0.08 0.06
O -0.8038 -0.4902 1.7075 0.28 -0.02 -0.23
C -0.6336 0.3075 2.8952 -0.07 -0.03 -0.01
C -0.0379 1.6695 2.5204 -0.02 -0.01 -0.12
O 0.1388 1.7798 1.0821 -0.04 0.12 -0.18
C -0.8146 2.6687 0.4375 0.06 -0.04 0.06
C -2.1018 1.9394 0.1814 -0.07 -0.15 -0.06
O -1.7780 0.7026 -0.5103 -0.10 0.21 -0.07
C -2.9815 -0.0200 -0.9108 0.03 0.09 0.08
H -1.0146 -2.3705 2.6019 0.03 -0.01 0.02
H -2.4945 -1.3787 2.5211 -0.04 0.01 0.02
H -1.8567 -2.1360 1.0483 -0.01 0.00 -0.06
H -1.6094 0.4273 3.3625 -0.07 0.02 0.03
H 0.0060 -0.2282 3.5959 0.03 -0.04 0.07
H -0.6883 2.4767 2.8433 -0.04 0.05 0.04
H 0.9332 1.8283 2.9725 0.11 0.01 0.02
H -0.9831 3.5558 1.0432 0.04 0.04 0.09
H -0.3478 2.9894 -0.4875 0.07 0.04 -0.07
H -2.6311 1.6872 1.1004 -0.03 -0.03 0.08
H -2.7573 2.5421 -0.4463 -0.07 0.03 -0.05
H -3.4939 0.5476 -1.6838 -0.02 0.04 -0.03
H -3.6251 -0.1348 -0.0409 -0.02 -0.02 0.03
H -2.6845 -0.9884 -1.2946 0.06 -0.05 -0.03
C 1.7581 0.4319 -2.8982 -0.12 0.02 0.00
N 0.3436 0.4577 -2.3818 -0.04 0.06 -0.36
C -0.2248 1.7703 -2.8323 0.04 -0.11 0.03
C -0.3725 -0.6903 -2.9863 0.13 0.13 0.11
C -0.8498 -0.6775 -4.2754 -0.09 -0.02 -0.16
C -1.3788 -1.8490 -4.8158 -0.01 -0.03 0.02
C -1.4046 -3.0231 -4.0714 -0.01 0.02 -0.06
C -0.9275 -3.0414 -2.7721 -0.05 -0.11 0.00
C -0.4241 -1.8677 -2.2144 0.12 0.06 0.15
N 0.0492 -1.6940 -0.9007 0.13 -1.56 -0.63
C 0.5658 -2.6473 0.0067 0.03 0.05 -0.15
C 0.1210 -3.9545 0.2026 -0.07 -0.04 -0.02
C 0.7131 -4.7319 1.1805 0.04 -0.04 0.05
C 1.7330 -4.2161 1.9769 -0.01 -0.04 0.01
C 2.1689 -2.9069 1.8047 -0.04 -0.09 0.16
C 1.5814 -2.1307 0.8296 0.16 0.12 -0.14
N 2.0556 -0.7723 0.5013 0.35 -0.19 0.47
C 2.5556 -0.0477 1.7170 0.02 -0.13 -0.13
C 3.2407 -0.9389 -0.4116 -0.11 0.07 0.03
H 1.7530 0.7035 -3.9526 0.00 0.00 -0.04
H 2.3615 1.1569 -2.3557 0.02 0.04 0.04
H 2.1674 -0.5634 -2.8082 0.04 -0.11 0.02
H -0.1383 1.8628 -3.9108 0.02 0.01 -0.06
H -1.2677 1.8569 -2.5523 -0.04 -0.01 0.02
H 0.3661 2.5746 -2.4024 0.03 0.03 0.05
H -0.8014 0.2074 -4.8964 0.00 -0.04 0.03
H -1.7480 -1.8429 -5.8330 0.00 -0.01 0.02
H -1.7966 -3.9335 -4.5063 0.01 0.04 0.00
H -0.9571 -3.9644 -2.2157 0.01 0.04 -0.03
H -0.7065 -4.3574 -0.3597 0.02 0.00 0.00
H 0.3721 -5.7487 1.3296 0.02 0.04 0.01
H 2.1989 -4.8370 2.7320 -0.03 0.01 -0.03
H 2.9728 -2.5251 2.4217 -0.03 -0.03 -0.03
H 3.5300 -0.4318 2.0102 0.04 -0.02 0.02
H 2.6674 1.0066 1.4841 0.01 0.08 -0.05
H 1.8701 -0.1933 2.5436 -0.05 0.01 0.02
H 4.0270 -1.4492 0.1414 0.04 -0.02 0.02
H 2.9699 -1.5527 -1.2616 -0.03 -0.05 -0.06
H 3.6056 0.0337 -0.7289 0.01 0.05 -0.01


104
Properties=species:S:1:pos:R:3:forces:R:3 method="wB97M-V/def2-TZVPD" e_above_lowest_kcal_mol=3.9 homo_lumo_gap_ev=6.9378 energy_ev=-207904.3038 e_lumo_ev=-1.24 spin_multiplicity=1 homo_energy_ev=-8.2
Tl -0.2724 -0.0589 0.3069 -0.04 -0.40 -0.29
O -0.2751 -2.2712 -3.5797 0.03 0.21 0.43
C -0.1860 -2.0485 -2.3754 -0.17 0.17 -0.12
O -0.1600 -0.8522 -1.8610 0.12 -0.16 -0.25
C -0.0291 -3.2094 -1.4034 0.03 0.11 0.22
C 1.2379 -3.0093 -0.5463 -0.29 -0.18 0.16
C 1.6736 -4.3460 0.0565 -0.13 0.01 0.05
C 0.5984 -4.5492 1.1623 0.08 0.03 -0.10
C -0.2743 -3.3064 0.9945 0.13 -0.19 -0.24
O 0.7251 -2.3075 0.6186 0.17 0.15 0.06
C -1.1186 -3.3960 -0.2812 0.18 0.19 -0.04
C -2.2970 -2.4158 -0.2705 0.02 0.29 -0.04
O -3.3820 -2.8196 -0.6364 0.09 0.26 0.03
O -2.0998 -1.1933 0.1871 -0.22 -0.30 0.02
H 0.0501 -4.1005 -2.0154 -0.01 -0.14 -0.02
H 2.0238 -2.4262 -1.0218 0.00 0.09 0.04
H 2.6768 -4.2814 0.4755 0.00 0.02 0.03
H 1.6689 -5.1305 -0.6985 0.02 -0.03 0.01
H 1.0452 -4.5523 2.1558 0.00 -0.02 -0.02
H 0.0199 -5.4654 1.0433 0.03 0.03 -0.01
H -0.8102 -2.9984 1.8813 0.06 0.06 -0.02
H -1.5783 -4.3730 -0.3696 -0.02 -0.15 -0.07
Se 7.6364 -0.6096 -0.3593 0.83 -0.17 -0.09
N 6.5729 -0.5350 1.0545 -0.02 0.00 -0.03
C 5.3889 -0.2391 0.6010 -0.40 0.07 -0.07
C 4.2112 -0.1157 1.4559 0.03 0.00 -0.09
C 4.2543 -0.2984 2.8393 0.16 -0.03 0.02
C 3.0930 -0.1887 3.5653 0.00 -0.01 0.08
C 1.8966 0.0472 2.8909 -0.08 -0.03 -0.15
N 1.8479 0.2030 1.5712 0.06 0.01 0.06
C 2.9860 0.1672 0.8606 -0.19 0.06 0.05
C 2.8926 0.4711 -0.5808 -0.17 0.00 0.06
N 1.7119 0.9160 -1.0268 0.05 -0.11 -0.08
C 1.5743 1.1948 -2.3173 0.13 0.02 0.24
C 2.6087 1.0359 -3.2336 -0.07 0.05 -0.10
C 3.8287 0.5965 -2.7803 0.22 -0.06 -0.04
C 3.9934 0.3251 -1.4216 0.04 0.01 0.08
C 5.2729 -0.0593 -0.8331 -0.35 0.09 0.16
N 6.3647 -0.2135 -1.5257 -0.03 0.00 0.03
H 5.2049 -0.5236 3.3097 -0.07 0.01 -0.02
H 3.0769 -0.3210 4.6399 -0.01 0.02 -0.08
H 0.9561 0.0634 3.4284 0.17 0.05 -0.08
H 0.6148 1.5720 -2.6287 -0.05 -0.04 -0.01
H 2.4375 1.2516 -4.2806 0.01 0.02 0.08
H 4.6728 0.4645 -3.4485 -0.07 0.02 0.04
F -1.3255 -2.6494 4.1876 0.09 0.46 -0.01
B -1.2096 -1.2778 4.0143 -0.22 0.16 0.04
F -0.2819 -0.6983 4.9319 -0.44 -0.23 -0.48
F -2.4451 -0.6075 4.0784 0.56 -0.10 0.07
F -0.6831 -1.0343 2.6645 -0.02 0.05 0.51
C -1.3611 4.2308 -5.2927 -0.01 0.02 0.04
C -0.9669 2.8978 -5.3048 0.01 0.00 0.02
C -1.1653 2.1062 -4.1820 -0.06 0.06 -0.07
C -1.7647 2.6407 -3.0410 0.04 -0.12 -0.02
C -2.1613 3.9713 -3.0326 0.11 0.05 -0.07
C -1.9568 4.7642 -4.1575 0.01 0.01 -0.04
As -2.0623 1.4080 -1.5460 -0.25 0.28 -0.09
C -3.5057 2.3033 -0.6186 0.05 0.03 -0.11
C -3.4331 3.4047 0.2198 -0.01 -0.05 0.01
C -4.5948 3.9260 0.7757 -0.01 -0.02 -0.01
C -5.8163 3.3178 0.5076 0.00 -0.03 0.00
C -5.8886 2.2125 -0.3293 -0.06 -0.02 0.01
C -4.7330 1.7010 -0.9133 -0.07 0.01 -0.07
C -4.6731 0.5983 -1.9003 -0.03 0.07 0.09
C -5.7595 -0.1179 -2.3819 -0.13 -0.03 -0.03
C -5.5724 -1.0782 -3.3669 0.00 0.02 0.07
C -4.3048 -1.3316 -3.8731 0.01 -0.04 0.01
C -3.2047 -0.6423 -3.3795 0.10 -0.03 0.00
C -3.4012 0.3145 -2.4009 0.06 -0.09 0.12
H -1.2123 4.8487 -6.1709 -0.01 -0.03 0.05
H -0.5145 2.4711 -6.1934 -0.04 0.02 0.06
H -0.8786 1.0582 -4.2028 0.00 0.02 -0.02
H -2.6436 4.3933 -2.1608 -0.03 0.00 0.01
H -2.2760 5.8010 -4.1493 0.02 -0.07 0.00
H -2.4733 3.8635 0.4336 -0.02 0.02 0.02
H -4.5506 4.7970 1.4199 0.01 -0.04 -0.02
H -6.7223 3.7111 0.9536 0.04 -0.01 -0.03
H -6.8525 1.7594 -0.5357 0.08 0.03 0.02
H -6.7548 0.0671 -1.9921 0.06 -0.01 -0.04
H -6.4222 -1.6427 -3.7300 0.02 0.02 -0.01
H -4.1627 -2.0874 -4.6369 -0.01 0.04 0.05
H -2.2101 -0.8729 -3.7467 -0.06 -0.03 0.05
C -1.1624 5.8311 2.8566 -0.07 -0.01 -0.03
C -0.1888 4.7723 3.3636 -0.15 -0.05 -0.02
N -0.6761 3.3982 3.1907 -0.09 0.04 0.04
C -1.5388 2.8431 4.2498 -0.03 0.06 -0.14
C -3.0399 3.0006 4.0094 0.08 0.02 -0.07
C -0.4356 2.7192 2.0565 0.03 -0.08 -0.27
C 0.4953 3.3374 1.0461 -0.04 0.01 0.00
N -0.9458 1.5609 1.7530 -0.08 -0.19 0.29
H -0.7504 6.8335 3.0070 -0.04 -0.12 -0.02
H -2.1135 5.7685 3.3893 0.07 0.03 -0.06
H -1.3648 5.6987 1.7888 0.01 0.04 0.11
H -0.0111 4.9162 4.4267 0.02 -0.02 0.09
H 0.7743 4.8808 2.8724 0.03 -0.02 0.01
H -1.2543 3.3528 5.1674 0.04 -0.02 0.08
H -1.2902 1.7933 4.3930 0.05 -0.15 -0.07
H -3.3772 4.0217 4.2055 0.03 -0.09 -0.04
H -3.5819 2.3227 4.6685 0.00 0.03 0.01
H -3.3074 2.7464 2.9834 0.01 -0.04 0.02
H 0.1758 4.3426 0.7657 0.02 -0.06 0.02
H 0.5180 2.7178 0.1548 0.03 0.04 0.00
H 1.5088 3.4025 1.4483 -0.02 -0.01 -0.02
H -1.5711 1.1200 2.4273 0.06 0.17 0.03


15
Properties=species:S:1:pos:R:3:forces:R:3 method="wB97M-V/def2-TZVPD" e_above_lowest_kcal_mol=100.5 homo_lumo_gap_ev=9.9886 energy_ev=-17625.8461 e_lumo_ev=-0.43 spin_multiplicity=1 homo_energy_ev=-10.4
C 1.4864 1.4605 0.5855 3.64 -0.19 2.77
C -1.9101 -1.7218 0.4541 0.99 2.18 -0.55
C 0.3404 1.8665 0.2342 -5.41 2.04 1.70
N -2.4650 -0.3757 0.6811 -0.97 1.34 0.04
O -3.4102 -0.2502 -1.6328 -0.60 -0.01 -1.43
S -3.3084 0.4045 -0.3595 2.12 -1.86 2.35
H 5.1631 -1.1757 -1.6717 2.40 1.50 2.04
H 2.0080 1.6270 1.5823 -1.15 -0.27 -1.24
H 2.0758 0.9880 -0.1304 1.20 -0.79 -1.10
H -2.4422 -2.4201 1.0229 -1.25 -1.18 0.26
H -0.8790 -1.8657 0.7559 0.28 0.83 0.68
H -1.8294 -1.7983 -0.5943 -0.58 -1.27 -1.34
H -0.4684 2.3033 0.9152 1.66 -0.31 -0.43
H -0.1352 1.7516 -0.6906 0.08 -0.52 -1.70
H 5.7742 -0.7938 -1.1517 -2.40 -1.50 -2.04


111
Properties=species:S:1:pos:R:3:forces:R:3 method="wB97M-V/def2-TZVPD" e_above_lowest_kcal_mol=201.2 homo_lumo_gap_ev=5.2965 energy_ev=-119205.2967 e_lumo_ev=-5.86 spin_multiplicity=1 charge=+1 homo_energy_ev=-11.2
C 0.5173 -0.4436 0.7639 0.54 -1.08 -0.84
C 0.3854 0.9763 -0.0451 1.54 -0.72 0.72
Cl -0.3823 0.6927 -1.7495 0.69 0.35 1.85
C -0.3466 2.1861 0.7844 0.06 1.49 -1.28
Cl -0.7141 1.7845 2.5715 0.08 0.44 -2.02
C -1.6649 2.8295 -0.0191 -2.01 2.24 -1.69
C -1.5257 4.3779 -0.6357 -3.25 -1.61 -0.50
C -2.7917 5.1026 -1.4462 -0.15 -3.78 2.16
C -2.5725 6.6153 -2.0457 4.19 2.20 -4.80
O -1.5894 6.7747 -2.9634 -6.83 -1.39 6.59
O -3.3711 7.8090 -1.7235 1.16 -4.66 0.67
C -4.1707 4.2120 -1.5851 3.50 -1.71 2.09
C -4.1824 2.6982 -0.9408 2.25 2.87 -0.52
N -2.9776 2.0584 -0.2190 0.25 4.12 -1.71
C -3.1901 0.6506 0.2898 -1.55 -1.52 1.14
C -3.7014 -0.4197 -0.8440 0.18 -1.05 0.58
C -4.4073 -1.7206 -0.0728 1.37 -6.37 0.35
O -3.9096 -2.9812 -0.1710 -3.31 8.89 0.48
O -5.6487 -1.5914 0.7320 3.28 1.66 -2.10
H 1.2811 -1.1122 0.1355 -1.71 1.55 1.27
H -0.4894 -1.0849 0.7811 2.13 1.65 0.15
H 1.0094 -0.3506 1.8377 -1.29 0.10 -2.31
H 1.5022 1.3234 -0.2851 -2.67 -0.60 0.47
H 0.4393 3.0840 0.8200 -2.00 -1.95 -0.02
H -0.5109 4.9890 -0.4888 -2.50 -1.64 -0.36
H -4.0043 7.5889 -0.9693 1.07 0.32 -1.26
H -5.1213 4.6376 -2.1417 2.18 -1.14 1.33
H -5.1767 2.0577 -1.0564 2.60 1.40 0.46
H -4.0545 0.7214 1.1095 1.98 0.05 -1.63
H -2.2718 0.1695 0.8311 -1.54 1.48 -1.20
H -4.5156 -0.0124 -1.5813 1.75 -0.67 1.37
H -2.7380 -0.8523 -1.3886 -2.42 0.91 0.99
H -5.8066 -0.6339 0.9849 0.27 -1.46 -0.60
O -9.0743 -7.4472 2.9589 1.37 2.59 3.67
P -7.6125 -6.9522 2.8350 0.44 -4.97 -8.09
O -7.8185 -6.5127 1.2403 -0.26 1.25 0.27
C -8.9443 -5.7375 0.8409 -0.25 0.01 -0.33
C -8.7565 -4.2658 1.1506 0.16 0.20 -0.09
O -6.9518 -8.4484 2.5294 0.53 1.00 1.55
C -7.5677 -9.6273 3.0166 -0.39 -0.59 0.11
C -8.4548 -10.2436 1.9482 -0.05 0.03 -0.27
O -5.9792 -6.3992 2.6965 -1.84 -0.13 2.20
C -5.5169 -5.3427 1.8820 0.23 1.07 -0.02
C -5.5036 -4.0414 2.6532 0.34 0.31 0.13
H -9.8717 -6.1014 1.2894 0.19 -0.09 0.10
H -9.0515 -5.8631 -0.2408 0.18 -0.12 0.07
H -8.6320 -4.1050 2.2244 -0.10 0.01 0.03
H -9.6198 -3.6855 0.8130 0.02 -0.07 0.06
H -7.8657 -3.8689 0.6508 -0.12 -0.05 0.06
H -8.1212 -9.4304 3.9403 -0.04 -0.01 -0.24
H -6.7708 -10.3330 3.2706 0.07 0.18 -0.05
H -9.1960 -9.5333 1.5723 0.03 -0.01 0.23
H -8.9793 -11.1204 2.3376 0.07 0.06 -0.02
H -7.8547 -10.5503 1.0846 -0.01 -0.02 0.19
H -6.0540 -5.2476 0.9379 -0.21 -0.20 0.31
H -4.4869 -5.5906 1.6031 -0.09 -0.32 0.27
H -6.4887 -3.8140 3.0653 -0.06 0.03 -0.12
H -5.1866 -3.2169 2.0064 -0.13 -0.40 0.34
H -4.8120 -4.1060 3.4984 -0.05 -0.05 -0.05
O 6.6192 0.2814 0.4165 -2.37 4.07 0.28
P 5.8559 0.4261 1.7558 3.28 -8.77 2.27
O 7.1393 -0.1698 2.6369 0.17 1.20 0.18
C 8.4567 0.3294 2.4284 0.57 -0.08 0.02
C 8.6777 1.6536 3.1316 0.00 0.03 0.25
O 5.0302 -1.0136 1.6371 -1.13 1.59 -0.02
C 4.7276 -1.5750 0.3723 0.10 -0.35 -0.51
C 5.7755 -2.6040 -0.0165 0.19 -0.14 0.10
O 5.0030 0.5877 3.2522 -0.27 1.40 -2.58
C 5.5685 0.8723 4.5141 0.33 0.83 0.79
C 5.5658 2.3622 4.7759 -0.14 0.23 0.19
H 8.6957 0.4224 1.3664 -0.23 -0.05 0.04
H 9.1484 -0.4121 2.8394 -0.24 -0.07 0.03
H 7.9917 2.4161 2.7542 0.05 0.05 -0.09
H 9.7018 2.0064 2.9806 -0.12 -0.02 -0.03
H 8.5077 1.5598 4.2101 0.06 0.02 -0.16
H 4.6208 -0.7962 -0.3896 0.17 -0.10 0.04
H 3.7549 -2.0693 0.4568 0.01 0.05 0.17
H 6.7857 -2.1864 0.0024 -0.19 0.13 -0.10
H 5.5803 -2.9974 -1.0178 -0.01 0.02 0.08
H 5.7725 -3.4383 0.6935 -0.12 0.11 -0.12
H 6.5577 0.4378 4.6611 -0.13 0.05 -0.44
H 4.9283 0.3885 5.2600 -0.25 -0.10 -0.37
H 6.0855 2.9053 3.9840 0.14 -0.06 0.08
H 6.0446 2.5827 5.7354 -0.05 0.03 -0.15
H 4.5406 2.7428 4.8032 0.09 -0.04 0.05
O 3.6071 5.8989 -3.3535 1.63 -1.46 4.18
P 3.6628 4.3561 -3.2348 -3.69 -0.28 -8.81
O 4.2552 4.1844 -4.7835 1.00 -0.11 0.63
C 5.3508 4.9754 -5.2331 0.31 0.26 -0.42
C 6.6782 4.4360 -4.7392 0.10 -0.22 -0.07
O 2.0646 4.0984 -3.6198 0.40 -0.57 1.82
C 1.0845 5.0847 -3.3496 -0.29 0.50 -0.21
C 0.8305 5.9331 -4.5841 0.01 0.16 -0.27
O 3.7249 2.6323 -3.1023 0.00 2.16 2.05
C 4.6561 1.7755 -3.7282 1.17 -0.57 0.03
C 5.8391 1.5197 -2.8207 0.04 -0.26 0.17
H 5.2416 6.0248 -4.9493 -0.16 -0.15 0.10
H 5.3389 4.9459 -6.3268 -0.18 -0.13 0.10
H 6.7192 4.4382 -3.6471 0.04 0.10 0.02
H 7.5070 5.0416 -5.1164 -0.10 -0.03 0.07
H 6.8331 3.4042 -5.0744 0.00 0.17 0.04
H 1.3679 5.6967 -2.4874 0.07 0.09 -0.18
H 0.1613 4.5641 -3.0772 0.05 -0.18 -0.05
H 1.7505 6.3809 -4.9691 -0.02 -0.06 0.25
H 0.1189 6.7338 -4.3650 0.22 -0.19 -0.11
H 0.4244 5.3166 -5.3936 -0.01 0.02 0.18
H 4.9702 2.1134 -4.7161 -0.20 0.34 0.26
H 4.1397 0.8247 -3.9002 -0.34 0.20 0.23
H 6.3135 2.4540 -2.5140 0.06 -0.02 -0.13
H 6.5794 0.8908 -3.3256 -0.04 0.10 0.12
H 5.5163 1.0116 -1.9073 0.13 0.02 -0.09